Entry from the OMol25 dataset: C13H25O7Rb2 as an isolated structure at a distorted geometry (wB97M-V/def2-TZVPD).

Structure (ORCA input):
```
! RIJCOSX wB97M-V def2-TZVPD def2/J DEFGRID3
* xyz 1 1
Rb -5.2200 5.8963 2.2018
Rb -0.8776 4.4247 6.5211
O -1.3849 0.9741 0.8278
C -2.2122 1.8537 1.3820
O -1.9616 2.4130 2.4768
O -3.2678 2.1325 0.7586
H -2.0512 0.8465 0.1486
C -3.6459 -3.3001 2.0212
C -4.6121 -2.8731 0.9114
O -4.4130 -3.3732 -0.2390
C -5.8345 -2.0727 1.3065
H -2.8373 -2.5708 1.9713
H -3.1966 -4.2931 2.0378
H -4.1506 -3.0999 2.9663
H -6.4251 -1.7329 0.4557
H -5.5348 -1.1586 1.8192
H -6.5034 -2.6802 1.9161
C 0.2375 -1.6656 -6.5883
C -0.0825 -0.9411 -5.3161
O -0.5882 0.2079 -5.2682
C -0.2191 -1.9116 -4.1367
H -0.3504 -2.5765 -6.7003
H 1.2995 -1.8252 -6.7750
H -0.0433 -0.9862 -7.3931
H -0.9490 -2.7141 -4.2440
H -0.5027 -1.3690 -3.2349
H 0.7787 -2.3034 -3.9390
C 4.2132 6.5476 1.9940
C 3.2380 5.3378 2.0188
O 3.0784 4.7443 3.0472
C 2.3871 5.0299 0.7404
H 4.4088 6.7243 0.9364
H 5.1330 6.3525 2.5453
H 3.6507 7.3751 2.4265
H 1.5172 5.6395 0.9850
H 2.1499 3.9991 0.4774
H 2.8612 5.4162 -0.1619
C 3.1813 -4.2874 0.1290
C 3.5960 -2.8749 0.5655
O 4.5054 -2.2837 0.0071
C 2.9532 -2.3325 1.8258
H 3.1564 -4.5180 -0.9361
H 2.1768 -4.5918 0.4229
H 3.9046 -4.9756 0.5665
H 1.8758 -2.2563 1.6798
H 3.3054 -1.3687 2.1935
H 3.2558 -2.9793 2.6494
*
```

HOMO energy   -9.1 eV
Relative energy (zero: lowest compared OMol25 entry of this formula, charge and spin)   442.4 kJ/mol
Calculated total energy   -29521.687 eV
LUMO level   -0.16092 Ha
HOMO-LUMO gap   0.1739 hartree

***

Entry from the OMol25 dataset: an isolated molecule of ClHO3S at a distorted geometry (wB97M-V/def2-TZVPD).

Structure (ORCA input):
```
! RIJCOSX wB97M-V def2-TZVPD def2/J DEFGRID3
* xyz 0 1
O 0.4759 1.1541 0.4730
O 0.8179 -0.0852 -1.6227
O 0.9673 -1.2151 0.6323
S 0.7695 -0.0858 -0.2054
Cl -1.5592 -0.5327 0.3703
H -1.4714 0.7647 0.3525
*
```

HOMO energy   -12.1 eV
Relative energy (zero: lowest compared OMol25 entry of this formula, charge and spin)   70.8 kJ/mol
Calculated total energy   -29514.463 eV
LUMO level   -0.01382 Ha
HOMO-LUMO gap   0.4291 hartree

***

- calculated total energy of number 1 (C13H25O7Rb2)?
  -29521.687 eV